{
  "formula": "C4H7NO3",
  "method": "the ωB97M-V functional and the def2-TZVPD basis",
  "e_homo_ev": -9.5377,
  "orbital_gap_ev": 10.268,
  "lumo_energy_ev": 0.73,
  "elements": ["C", "C", "C", "C", "N", "O", "O", "O", "H", "H", "H", "H", "H", "H", "H"],
  "xyz": [[-2.153155, -2.010161, -0.070144], [-1.392270, -0.959053, -0.278981], [1.274413, 1.467988, -0.363720], [0.667921, 0.148019, 0.265512], [-2.521492, 0.613602, -0.064958], [-3.685207, 0.444169, 0.280456], [-1.924075, 1.658799, -0.210263], [-0.220491, -0.584651, -0.609345], [-1.684097, -2.964617, -0.143272], [-3.138443, -1.964083, 0.199392], [0.601777, 2.208735, -0.427391], [2.215027, 1.792084, 0.139041], [1.698583, 1.263219, -1.454110], [0.017490, 0.315298, 1.217560], [1.319061, -0.664593, 0.433985]],
  "forces_ev_per_angstrom": [[3.04, 0.17, -0.66], [-2.70, 2.32, 0.90], [3.51, -4.38, -1.57], [-1.53, 1.48, 1.54], [0.85, -2.09, 0.35], [1.50, 0.49, -0.57], [-0.68, -0.29, 0.02], [-0.59, 0.03, -1.97], [0.27, -0.65, 0.01], [-2.29, 0.50, 0.39], [-2.46, 2.59, -0.05], [-0.95, -0.34, 0.22], [-1.20, 0.10, 2.08], [1.53, 0.17, -1.44], [1.69, -0.10, 0.74]],
  "nbo_charge": [-0.50, 0.47, -0.62, -0.05, 0.46, -0.40, -0.40, -0.50, 0.22, 0.25, 0.23, 0.23, 0.22, 0.20, 0.20]
}

{
  "formula": "C8H16ClN2O2",
  "method": "the ωB97M-V functional and the def2-TZVPD basis",
  "e_homo_ev": [-12.1769, -12.1770],
  "orbital_gap_ev": [7.571, 7.573],
  "lumo_energy_ev": [-4.61, -4.60],
  "total_charge": 1,
  "elements": ["C", "C", "C", "C", "C", "C", "C", "C", "N", "N", "O", "O", "Cl", "H", "H", "H", "H", "H", "H", "H", "H", "H", "H", "H", "H", "H", "H", "H", "H"],
  "xyz": [[-1.939371, -0.269712, 1.026381], [-3.579139, 1.203320, 0.368342], [-1.012544, -1.276486, 0.794721], [1.633080, -1.291375, -0.097036], [-2.077465, 0.950419, -2.301090], [4.206572, 0.624503, 1.210080], [-2.795672, -0.078578, -1.355508], [3.599877, 0.247514, -0.086215], [-2.770236, 0.267467, -0.002832], [2.892252, -1.005226, 0.018740], [-1.877333, 0.530022, 2.121813], [0.765693, -0.521182, -0.516652], [-1.268342, -2.699011, -0.186758], [-3.457747, 1.386402, 1.357308], [-4.269825, 1.590428, -0.283933], [-0.546870, -1.583698, 1.748109], [1.518569, -2.357883, 0.203752], [-2.052722, 0.517395, -3.348034], [-2.551828, 1.961133, -2.127757], [-1.078154, 1.022714, -1.908469], [4.608968, 1.584628, 1.173655], [3.584805, 0.574280, 2.060139], [4.942205, 0.036895, 1.630482], [-3.826450, -0.185261, -1.674054], [-2.405094, -1.075655, -1.463610], [4.326249, 0.092262, -0.910691], [2.949866, 1.102783, -0.472376], [3.529273, -1.818311, 0.346671], [-1.048621, 0.470224, 2.674834]],
  "forces_ev_per_angstrom": [[3.23, -1.65, -1.54], [1.74, -2.15, -0.47], [-3.08, -0.22, 1.96], [-0.82, -0.32, -0.63], [-0.65, -0.53, 0.92], [-0.46, 0.29, 0.19], [0.28, -1.18, -3.56], [-0.56, 1.02, -2.03], [-1.23, 1.94, 2.69], [3.35, -1.91, 1.32], [0.61, 0.25, 0.64], [0.15, -0.36, 0.40], [0.28, 0.66, 0.10], [-0.52, 1.45, 2.75], [-1.37, 1.01, -1.42], [0.42, 0.38, -0.82], [-0.87, 0.34, -0.27], [-0.26, 0.98, 1.25], [0.34, -1.07, -0.88], [0.69, 0.10, -0.22], [0.64, 1.75, -0.14], [-1.86, 0.42, 0.61], [2.26, -1.84, -0.15], [-0.32, 0.16, 0.16], [0.43, -0.04, -0.23], [0.00, 0.32, 0.65], [0.39, -1.48, 0.63], [-1.61, 1.94, -0.75], [-1.21, -0.26, -1.17]],
  "nbo_charge": [0.35, 0.08, -0.17, 0.52, -0.60, -0.63, -0.26, -0.24, -0.23, -0.56, -0.70, -0.65, 0.06, 0.23, 0.22, 0.23, 0.12, 0.25, 0.21, 0.24, 0.23, 0.21, 0.22, 0.22, 0.25, 0.22, 0.23, 0.40, 0.53]
}

{
  "formula": "C6H12N2O",
  "method": "the ωB97M-V functional and the def2-TZVPD basis",
  "e_homo_ev": -8.2753,
  "orbital_gap_ev": 9.264,
  "lumo_energy_ev": 0.99,
  "smiles": "CCC1=NNCCCO1",
  "elements": ["C", "C", "C", "C", "C", "C", "H", "H", "H", "H", "H", "H", "H", "H", "H", "H", "H", "H", "N", "N", "O"],
  "xyz": [[2.992240, -0.524867, -0.050201], [2.081561, 0.709274, 0.224870], [0.645697, 0.543685, 0.018129], [-2.146242, 0.531411, 0.474137], [-2.218663, -0.993254, 0.116544], [-0.875976, -1.256520, -0.653568], [2.480776, -1.276964, 0.635061], [4.122570, -0.393883, 0.063938], [2.956747, -0.895985, -1.052231], [2.261896, 1.230083, 1.199619], [2.324191, 1.548660, -0.433710], [-1.649544, 2.429561, -0.262389], [-3.184139, 0.969613, 0.460539], [-1.711886, 0.735780, 1.500642], [-2.130622, -1.516569, 1.107953], [-3.172396, -1.205963, -0.377279], [-0.516746, -2.292667, -0.841674], [-0.933861, -0.691142, -1.589062], [0.001243, 1.561205, -0.371052], [-1.384574, 1.481250, -0.484563], [0.057723, -0.692702, 0.314301]],
  "forces_ev_per_angstrom": [[-0.34, -0.10, 1.85], [2.46, 1.14, -0.18], [-1.56, -0.86, -0.30], [-0.23, 1.88, 0.33], [1.35, 0.51, 0.65], [-0.80, 0.41, 1.04], [1.55, 0.28, -0.86], [-1.72, 0.08, 0.72], [-0.72, -0.10, -0.80], [-0.02, -1.10, -0.26], [0.12, -0.18, -0.22], [-0.56, -0.07, -0.17], [0.96, -0.48, 0.11], [-0.57, -0.61, -0.96], [-0.42, 0.21, -1.06], [0.44, -0.26, -0.11], [-0.68, 0.62, 0.22], [0.47, -0.05, 0.14], [-0.31, -0.52, 0.18], [-0.68, -1.17, 0.53], [1.26, 0.40, -0.86]],
  "nbo_charge": [-0.62, -0.47, 0.49, -0.25, -0.44, -0.07, 0.22, 0.22, 0.21, 0.22, 0.24, 0.36, 0.20, 0.19, 0.22, 0.21, 0.20, 0.20, -0.31, -0.47, -0.56]
}

{
  "formula": "CH3F3N",
  "method": "the ωB97M-V functional and the def2-TZVPD basis",
  "e_homo_ev": -17.9996,
  "orbital_gap_ev": 9.710,
  "lumo_energy_ev": -8.29,
  "total_charge": 1,
  "elements": ["C", "N", "F", "F", "F", "H", "H", "H"],
  "xyz": [[-0.055486, 0.018189, -0.151485], [-1.739707, -0.306137, 1.445673], [-2.636105, -0.777138, 0.640617], [-2.076959, 0.846540, 1.984304], [-1.596717, -1.260483, 2.394302], [0.854677, 0.359909, 0.325723], [-0.351921, -1.017282, -0.177399], [-0.578041, 0.910183, -0.466517]],
  "forces_ev_per_angstrom": [[-0.88, 0.68, 2.38], [4.71, -0.33, -0.94], [-2.14, 0.11, -0.50], [-1.32, -0.19, 0.62], [-0.43, 0.93, 0.19], [0.44, -0.68, 0.23], [0.32, -0.09, -1.07], [-0.69, -0.43, -0.91]],
  "nbo_charge": [0.02, 0.63, -0.11, -0.11, -0.12, 0.22, 0.24, 0.23]
}

{
  "formula": "BrCa2O20P5Zn4",
  "method": "the ωB97M-V functional and the def2-TZVPD basis",
  "e_homo_ev": -0.0700,
  "orbital_gap_ev": 1.416,
  "lumo_energy_ev": 1.35,
  "total_charge": -4,
  "elements": ["Ca", "Ca", "Zn", "Zn", "Zn", "Zn", "P", "O", "O", "O", "O", "P", "O", "O", "O", "O", "P", "O", "O", "O", "O", "P", "O", "O", "O", "O", "P", "O", "O", "O", "O", "Br"],
  "xyz": [[-2.238479, -3.997108, 6.523097], [-6.506389, -3.647840, -1.799771], [1.622794, -1.973888, 2.678483], [-1.450066, -0.423811, -3.576700], [-0.066728, 3.922205, 0.410403], [-6.063550, 3.710518, 0.427800], [-2.254316, -0.072488, 1.227470], [-2.751809, 1.291968, 1.313911], [-0.865993, 0.226057, 0.743337], [-2.715438, -0.926574, -0.014070], [-1.969430, -0.870400, 2.474050], [2.501549, -6.982425, 5.013589], [3.934833, -7.205452, 4.569760], [1.991591, -5.545574, 4.946575], [2.523344, -7.615544, 6.295484], [1.338377, -7.839042, 4.574300], [1.376620, -5.069066, -2.314777], [0.781300, -4.030085, -3.309566], [2.692991, -5.645884, -2.793025], [0.465250, -6.392931, -2.252271], [1.981467, -4.607727, -0.954564], [-2.866170, 5.288656, -3.107293], [-2.389409, 6.199898, -1.861629], [-2.828084, 5.903102, -4.420502], [-4.385735, 5.029150, -2.962786], [-2.105875, 4.019791, -3.051957], [3.123354, 7.297448, -2.085737], [2.286671, 7.769628, -3.307172], [2.806171, 5.913701, -1.589003], [2.687168, 8.435116, -1.094015], [4.455038, 7.279159, -2.763949], [4.888953, 0.559443, 2.060528]],
  "forces_ev_per_angstrom": [[0.34, 0.06, -0.36], [0.12, 0.06, 0.02], [0.15, 0.39, -0.24], [-0.02, -0.02, 0.06], [-0.04, -0.07, -0.27], [0.06, 0.00, -0.04], [0.27, -4.52, -0.20], [-1.97, 3.04, 0.60], [2.96, 0.83, -2.49], [0.43, 0.98, 1.54], [-1.54, -0.50, 0.84], [1.06, 5.32, -5.06], [-0.29, 0.13, -0.66], [0.50, -0.46, -0.11], [-0.34, -3.42, 6.82], [-1.13, -1.50, -0.76], [-3.97, -0.28, -1.66], [1.28, -1.49, 2.26], [1.80, -0.20, -0.09], [1.43, 2.36, 0.62], [-0.58, -0.50, -1.22], [-0.71, 1.05, 5.52], [-0.71, -1.60, -2.66], [0.16, 2.61, -3.50], [0.22, -0.24, 0.08], [0.87, -1.82, 0.70], [-2.44, 0.41, 1.11], [0.07, 0.28, 0.05], [-0.05, 0.22, 0.51], [0.92, -1.33, -1.16], [1.61, 0.57, -0.44], [-0.47, -0.37, 0.20]],
  "nbo_charge": [0.40, 0.05, 0.60, 0.05, 0.43, 0.00, 2.40, -0.90, -0.63, -0.78, -1.08, 2.43, -0.92, -1.04, -0.74, -0.73, 2.37, -1.05, -0.69, -0.90, -0.73, 2.41, -0.85, -0.89, -0.79, -0.88, 2.40, -0.67, -0.98, -0.87, -0.88, -0.52]
}

{
  "formula": "C6H16N",
  "method": "the ωB97M-V functional and the def2-TZVPD basis",
  "e_homo_ev": -15.1347,
  "orbital_gap_ev": 11.742,
  "lumo_energy_ev": -3.39,
  "smiles": "CC(C)C[C@@H](C)[NH3+]",
  "total_charge": 1,
  "elements": ["C", "C", "C", "C", "C", "C", "N", "H", "H", "H", "H", "H", "H", "H", "H", "H", "H", "H", "H", "H", "H", "H", "H"],
  "xyz": [[-2.421519, 0.064003, 0.894257], [-0.894462, 0.127005, 0.668953], [-0.480416, -0.403737, -0.675784], [0.916895, -0.084977, -1.188297], [1.000706, 1.381806, -1.668529], [2.061427, -0.450182, -0.241629], [-0.201459, -0.626350, 1.796244], [-2.864217, 0.865857, 0.322099], [-2.618324, 0.193749, 1.957592], [-2.808218, -0.879971, 0.512483], [-0.616775, 1.169632, 0.839268], [-0.607918, -1.487082, -0.642975], [-1.237240, -0.121954, -1.410113], [1.064585, -0.671677, -2.100084], [0.481853, 2.042155, -0.963219], [2.026297, 1.711168, -1.724812], [0.434631, 1.484724, -2.591847], [2.099461, 0.218885, 0.620890], [2.987544, -0.456848, -0.806826], [1.970724, -1.449790, 0.108061], [-0.083864, -0.012339, 2.603101], [0.754046, -0.862602, 1.505047], [-0.668948, -1.491888, 2.068576]],
  "forces_ev_per_angstrom": [[1.17, -0.32, -0.07], [-1.15, 0.73, 0.26], [-0.01, -0.79, -0.22], [0.24, 0.63, -0.71], [-0.84, -0.36, 0.89], [-0.47, 0.60, -0.51], [0.71, 0.12, -0.13], [-0.24, 0.21, 0.00], [-0.40, 0.01, -0.05], [-0.15, -0.08, 0.22], [0.35, -0.09, -0.19], [0.04, -0.33, 0.13], [0.07, 0.38, 0.03], [-0.10, -0.24, 0.19], [0.22, 0.04, 0.10], [0.22, 0.17, -0.43], [0.39, 0.10, -0.25], [0.43, 0.25, -0.09], [0.26, 0.41, 0.26], [-0.16, -1.20, 0.40], [-0.31, -0.20, 0.19], [-0.11, -0.11, -0.04], [-0.16, 0.08, 0.00]],
  "nbo_charge": [-0.62, -0.04, -0.44, -0.22, -0.60, -0.63, -0.69, 0.25, 0.22, 0.23, 0.22, 0.22, 0.25, 0.22, 0.19, 0.23, 0.23, 0.18, 0.26, 0.20, 0.44, 0.46, 0.44]
}

{
  "formula": "C13H22FI2OP2Zr",
  "method": "the ωB97M-V functional and the def2-TZVPD basis",
  "e_homo_ev": [-16.4532, -16.4533],
  "orbital_gap_ev": [3.326, 3.326],
  "lumo_energy_ev": [-13.13, -13.13],
  "total_charge": 3,
  "elements": ["I", "I", "Zr", "P", "C", "C", "H", "H", "H", "H", "H", "H", "C", "H", "H", "H", "P", "C", "C", "H", "H", "H", "C", "H", "H", "H", "H", "H", "H", "C", "O", "F", "C", "C", "C", "C", "C", "C", "H", "H", "H", "H"],
  "xyz": [[4.479304, -1.093608, -2.945313], [4.313159, -2.560234, -0.693053], [-0.631643, -0.361434, 1.133564], [1.093551, 1.652266, 1.382457], [2.857104, 1.617739, 0.940366], [0.766587, 3.406807, 0.933943], [1.238460, 4.073268, 1.669936], [1.549466, 2.842083, 3.413731], [-0.314740, 3.577722, 0.910252], [0.103307, 1.774004, 3.552827], [2.982309, 1.755253, -0.140253], [1.209156, 3.657284, -0.038910], [1.130758, 1.858163, 3.182397], [3.404827, 2.414454, 1.473453], [1.782349, 1.104882, 3.637424], [3.284728, 0.646769, 1.204398], [-1.321978, -1.744291, -1.033690], [-0.201632, -2.682399, -2.115591], [-2.360435, -3.035866, -0.300657], [-3.142796, -0.397249, -1.919370], [-3.112442, -2.031751, -2.670932], [-1.969095, -0.811497, -3.217343], [-2.501006, -1.183293, -2.331630], [-2.993245, -2.567974, 0.461682], [-2.969497, -3.485948, -1.090092], [-0.761752, -3.442440, -2.687651], [0.564743, -3.176596, -1.512763], [-1.736196, -3.827657, 0.126771], [0.306955, -2.007774, -2.814347], [0.735889, -0.146013, -0.535590], [1.553189, -0.116147, -1.397253], [-5.921695, 2.375934, 2.580642], [-4.737601, 1.892935, 2.066864], [-4.782060, 0.811304, 1.184699], [-3.564657, 0.340796, 0.665173], [-2.334967, 0.943843, 0.994138], [-2.348225, 2.045418, 1.883820], [-3.550398, 2.542760, 2.421509], [-5.729230, 0.346530, 0.898262], [-3.605311, -0.487344, -0.044415], [-1.418669, 2.575795, 2.139034], [-3.542211, 3.415671, 3.089455]],
  "forces_ev_per_angstrom": [[-0.02, -0.27, 0.41], [-0.09, 0.27, -0.30], [-1.99, 1.06, 0.53], [1.87, 2.63, 0.87], [0.27, -0.92, -0.37], [-0.92, 0.02, -0.88], [-0.12, -0.48, 0.00], [-0.17, -0.14, -0.02], [0.35, 0.38, -0.17], [0.27, 0.15, 0.43], [0.00, 0.04, 0.21], [-0.30, -0.24, 0.09], [-0.14, -0.85, 0.38], [-0.47, -0.25, -0.10], [-0.24, 0.00, 0.14], [0.20, 0.10, -0.01], [-1.40, -1.91, -2.37], [0.96, 0.06, 0.34], [0.35, -0.19, 0.85], [0.00, -0.13, -0.54], [0.29, 0.09, 0.40], [-0.04, 0.15, 0.37], [-0.01, 1.27, 0.01], [-0.19, -0.50, -0.02], [0.02, 0.13, 0.17], [-0.01, 0.40, 0.36], [0.04, -0.14, -0.17], [-0.19, 0.08, 0.20], [-0.13, -0.14, 0.08], [5.62, 0.29, -6.04], [-4.94, 0.09, 4.84], [2.47, -1.06, -1.06], [-2.01, 1.07, 0.78], [0.68, -0.42, -0.28], [-1.17, -0.06, -0.04], [1.37, -0.89, 0.33], [-0.43, 0.85, 0.57], [0.93, -0.25, -0.16], [0.27, 0.26, 0.19], [-0.15, 0.26, 0.34], [-0.67, -0.29, -0.01], [-0.19, -0.48, -0.35]],
  "nbo_charge": [0.08, -0.01, 1.79, 0.86, -0.93, -0.89, 0.29, 0.30, 0.25, 0.24, 0.28, 0.28, -0.95, 0.30, 0.28, 0.27, 0.86, -0.93, -0.95, 0.25, 0.29, 0.28, -0.89, 0.24, 0.30, 0.30, 0.27, 0.28, 0.28, 0.34, -0.30, -0.26, 0.51, -0.23, -0.21, -0.50, -0.21, -0.23, 0.29, 0.22, 0.22, 0.29]
}

It is found that the DFT total energy values, taken in the order of the records, are -436.89019; -1034.25282; -420.48408; -393.64373; -14257.31130; -292.72116; -2007.64610 Ha.
It is found that the F_max values, taken in the order of the records, are 0.11324; 0.07926; 0.05286; 0.09358; 0.14841; 0.02687; 0.16062 Eh/bohr.